[1]
{
  "formula": "C3H8O",
  "method": "the ωB97M-V functional and the def2-TZVPD basis",
  "species": ["O", "C", "C", "C", "H", "H", "H", "H", "H", "H", "H", "H"],
  "coordinates": [[-1.70923, 1.55175, 0.19990], [-2.08378, -0.68944, -0.31221], [2.25855, -0.21529, -0.05060], [-1.28976, 0.23803, 0.20419], [-1.76471, -1.69592, -0.53517], [-0.34446, 0.06403, 0.69472], [1.81658, -1.13989, 0.32365], [3.09192, -0.48775, -0.68796], [-3.12934, -0.43554, -0.43222], [-0.94068, 2.10493, 0.36030], [2.60782, 0.36085, 0.80169], [1.48708, 0.34424, -0.56629]],
  "mulliken_charge": [-0.515, -0.755, -1.007, 0.081, 0.262, 0.339, 0.253, 0.299, 0.224, 0.336, 0.263, 0.220],
  "spin_multiplicity": 1,
  "energy_ev": -5286.9689,
  "orbital_gap_ev": 9.76,
  "e_homo_ev": -8.97,
  "smiles": "C=CO.C",
  "e_lumo_ev": 0.8
}



[2]
{
  "formula": "C4H9N2O",
  "method": "the ωB97M-V functional and the def2-TZVPD basis",
  "species": ["O", "N", "N", "C", "C", "C", "C", "H", "H", "H", "H", "H", "H", "H", "H", "H"],
  "coordinates": [[3.12296, -0.48910, -0.18228], [0.15641, 0.18184, -0.67564], [-2.12541, -0.36215, -0.55334], [-0.21245, 0.37690, 0.60884], [0.73269, 0.67594, 1.69253], [-1.63045, -0.04840, 0.81185], [-1.01193, -0.10130, -1.50177], [1.84553, 0.88657, 1.54163], [0.58807, -0.40683, 1.52437], [-2.36158, 0.42316, 1.43486], [-2.85404, -1.09307, -0.93018], [0.25884, 1.16816, 2.64354], [3.67676, -0.51577, -1.00465], [2.19173, -0.64075, -0.49907], [-1.05744, 0.84915, -2.05368], [-0.75578, -0.91439, -2.26440]],
  "mulliken_charge": [-0.636, -0.458, -0.138, 0.627, -0.778, -0.135, -0.377, 0.331, 0.250, 0.344, 0.358, 0.247, 0.325, 0.359, 0.312, 0.368],
  "spin_multiplicity": 1,
  "energy_ev": -9310.2274,
  "orbital_gap_ev": 7.15,
  "charge": 1,
  "e_homo_ev": -14.31,
  "e_lumo_ev": -7.2
}



[3]
{
  "formula": "C46H56ClFeN6O3",
  "method": "the ωB97M-V functional and the def2-TZVPD basis",
  "species": ["Fe", "Cl", "O", "O", "O", "N", "N", "N", "N", "N", "N", "C", "C", "C", "C", "C", "C", "C", "C", "C", "C", "C", "C", "C", "C", "C", "C", "C", "C", "C", "C", "C", "C", "C", "C", "C", "C", "C", "C", "C", "C", "C", "C", "C", "C", "C", "C", "C", "C", "C", "C", "C", "C", "C", "C", "C", "C", "H", "H", "H", "H", "H", "H", "H", "H", "H", "H", "H", "H", "H", "H", "H", "H", "H", "H", "H", "H", "H", "H", "H", "H", "H", "H", "H", "H", "H", "H", "H", "H", "H", "H", "H", "H", "H", "H", "H", "H", "H", "H", "H", "H", "H", "H", "H", "H", "H", "H", "H", "H", "H", "H", "H", "H"],
  "coordinates": [[-0.36327, 0.49915, -0.43113], [-2.61427, -2.94674, -3.28067], [-1.83180, 0.89719, -2.88041], [-4.31114, -1.29379, -0.72281], [-1.21534, -0.78652, -1.57694], [1.04046, -1.17938, 0.21077], [-0.93631, 0.39778, 1.56154], [1.13137, 0.93796, -1.75018], [-0.89152, 2.43424, -0.40164], [-0.94879, -3.47960, 0.28221], [-3.30678, -1.86254, 1.26800], [-1.60029, 5.56398, -2.29883], [-2.00372, 5.13596, -3.71227], [-1.12407, -0.93159, 5.02571], [-1.28141, 2.66915, 5.54442], [2.42533, -1.14996, -1.85908], [-0.65556, 3.31332, -1.37218], [-0.03590, -4.24848, -0.09393], [3.72459, 0.11376, -4.35308], [-1.92959, 3.03115, 0.37991], [5.15657, 0.19455, -3.70901], [0.25612, -0.87804, 5.62354], [-1.69786, 1.32814, 2.22235], [-1.91576, 1.02022, 3.58274], [2.28459, 3.02397, -4.67654], [0.38091, 3.22563, -2.32261], [-0.72269, -0.63262, 2.49442], [2.68535, 0.72006, -3.49897], [-2.58292, -2.89693, 2.07338], [0.93116, 3.06883, -5.58981], [2.07474, 0.09515, -2.33695], [-1.21868, -0.20443, 3.72050], [0.96997, -2.00810, 1.24006], [-3.89356, -2.13562, 0.04331], [2.59336, -2.88312, -0.16219], [-2.34146, 6.28611, 1.27773], [-1.11985, -3.16217, 1.72869], [-1.84244, -0.29875, -2.58235], [-0.13729, -1.94422, 2.24958], [1.18998, 2.12078, -2.51677], [-2.31172, 4.30397, -0.23744], [-2.23170, 2.50153, 1.63276], [1.02314, -4.60888, 0.91019], [2.09624, 1.96373, -3.61231], [1.85350, -3.21157, 1.11065], [-1.57869, 4.42653, -1.31613], [-4.18695, -3.59421, -0.28046], [3.73216, -4.50647, 2.33693], [3.58287, -3.79225, -0.85188], [2.73889, -3.31312, 2.34641], [-0.74384, -4.37816, 2.52030], [0.28826, -5.06941, 2.14713], [2.07326, -1.73311, -0.60448], [-3.13877, 5.39777, 0.38610], [-2.37832, 2.02073, 4.65412], [-2.72496, -1.19691, -3.49878], [5.02624, -3.21280, -1.09527], [-1.59574, 6.85690, 0.70073], [-3.00058, 7.02796, 1.70961], [-2.70443, -2.54686, 3.18131], [5.05270, -2.49681, -2.00456], [1.06819, 3.92411, -6.28950], [0.04057, 3.21599, -4.97397], [-2.29042, 6.35206, -2.02740], [0.85167, 2.14631, -6.11758], [-3.18139, -3.83250, 1.93340], [-2.78536, 3.18893, 2.36391], [-0.43619, 2.87591, 4.90614], [3.07500, 2.58029, -5.30754], [-4.03263, 4.95343, 0.92979], [3.38802, -0.88197, -4.64470], [-1.89794, -0.54901, 5.72786], [6.01052, -0.00280, -4.37702], [-1.18759, 4.59312, -4.11097], [3.30852, -5.47509, 2.17223], [0.33053, -2.23450, 3.19994], [-1.80232, 5.86869, 2.09709], [5.05186, -0.49413, -2.83114], [0.03311, -4.54521, -1.12998], [5.40861, -2.58749, -0.30485], [2.11494, -3.37598, 3.26571], [-1.34792, -2.02647, 4.92639], [-3.35835, -4.11690, -0.73240], [-3.22659, 1.63253, 5.19643], [0.48923, 4.04083, -2.99262], [-1.62716, 3.62515, 5.97055], [4.29792, -4.50181, 3.26894], [3.70418, -4.72187, -0.35825], [3.60970, 0.63217, -5.26055], [-3.70652, -0.81148, -3.26602], [-1.38055, -4.48871, 3.40012], [3.37334, -2.38853, 2.29852], [5.77497, -3.96408, -1.34245], [1.74712, -5.34340, 0.57241], [5.34228, 1.21877, -3.36585], [4.43196, -4.38301, 1.50840], [-4.44638, -4.19088, 0.58780], [-2.94766, 4.62983, -3.80202], [0.50257, -1.78688, 6.23052], [-2.78681, 2.90461, 4.10341], [3.31730, -4.05815, -1.85012], [-5.03972, -3.52137, -1.00162], [-3.09358, -0.90089, 1.39468], [2.64529, 3.93952, -4.24397], [3.10980, -1.73679, -2.52674], [0.34391, 0.07025, 6.21324], [-0.98107, 2.00997, 6.30656], [-2.06474, 6.03616, -4.33623], [-2.43084, -0.97038, -4.52131], [-3.52143, 6.04747, -0.41545], [-0.63997, 6.03985, -2.47581], [0.98401, -0.67225, 4.82255], [0.66429, -5.95646, 2.67402]],
  "lowdin_spin": [4.253, 0.000, 0.016, 0.000, 0.144, 0.063, 0.080, 0.135, 0.093, 0.000, 0.000, 0.001, 0.000, 0.002, 0.000, 0.071, 0.014, 0.000, 0.003, 0.021, 0.001, 0.001, 0.011, -0.004, -0.002, 0.004, -0.003, 0.013, 0.000, -0.001, -0.011, 0.008, -0.005, 0.000, 0.047, 0.000, -0.003, 0.015, -0.003, 0.018, 0.006, -0.022, 0.004, -0.017, 0.007, 0.009, 0.000, 0.000, 0.006, 0.003, 0.001, 0.000, 0.006, 0.001, 0.000, 0.006, 0.003, 0.000, 0.000, 0.000, 0.000, 0.000, 0.000, 0.000, 0.000, 0.000, -0.001, 0.000, 0.000, 0.000, 0.000, 0.000, 0.000, 0.000, 0.000, 0.000, 0.000, 0.000, 0.000, 0.000, 0.000, 0.000, 0.000, 0.000, 0.000, 0.000, 0.000, 0.000, 0.000, 0.000, 0.000, 0.000, 0.000, 0.000, 0.000, 0.000, 0.000, 0.000, 0.000, 0.000, 0.002, 0.000, 0.000, -0.001, 0.004, 0.000, 0.000, 0.000, 0.000, 0.000, 0.000, 0.000, 0.000],
  "spin_multiplicity": 6,
  "s2": 8.801,
  "energy_ev": -110603.0085,
  "orbital_gap_ev": [5.50, 5.42],
  "e_homo_ev": [-6.41, -6.42],
  "e_lumo_ev": [-0.9, -1.0]
}



[4]
{
  "formula": "C44H84N4O14S7",
  "method": "the ωB97M-V functional and the def2-TZVPD basis",
  "species": ["S", "S", "S", "S", "S", "S", "S", "O", "O", "O", "O", "O", "O", "O", "O", "O", "O", "O", "O", "O", "O", "N", "N", "N", "N", "C", "C", "C", "C", "C", "C", "C", "C", "C", "C", "C", "C", "C", "C", "C", "C", "C", "C", "C", "C", "C", "C", "C", "C", "C", "C", "C", "C", "C", "C", "C", "C", "C", "C", "C", "C", "C", "C", "C", "C", "C", "C", "C", "C", "H", "H", "H", "H", "H", "H", "H", "H", "H", "H", "H", "H", "H", "H", "H", "H", "H", "H", "H", "H", "H", "H", "H", "H", "H", "H", "H", "H", "H", "H", "H", "H", "H", "H", "H", "H", "H", "H", "H", "H", "H", "H", "H", "H", "H", "H", "H", "H", "H", "H", "H", "H", "H", "H", "H", "H", "H", "H", "H", "H", "H", "H", "H", "H", "H", "H", "H", "H", "H", "H", "H", "H", "H", "H", "H", "H", "H", "H", "H", "H", "H", "H", "H", "H"],
  "coordinates": [[1.45669, -0.53777, 0.25673], [5.17068, -2.17289, 1.67401], [-0.66042, -3.72867, -2.71268], [3.31936, -1.65821, -5.27337], [-4.56933, 0.45000, 0.79562], [-1.52315, -4.06784, 2.59805], [-0.14802, 3.88405, 2.94915], [-0.72203, 4.46066, 1.72700], [-2.17597, -3.18260, 1.67808], [1.10892, 3.12547, 3.00555], [-3.86728, 0.65724, -0.42224], [2.70276, -1.90729, -6.54801], [-0.27246, -2.30988, -2.93166], [1.42885, -1.25705, 1.52987], [2.31383, -1.14462, -0.71741], [6.14758, -2.72145, 2.59844], [-1.15495, -5.34327, 2.00634], [-2.06664, -4.16314, -2.89672], [4.44594, -0.94539, 1.97779], [-5.81553, 1.15377, 0.93218], [3.77085, -2.81183, -4.47418], [-7.34665, 5.05569, -0.62558], [-0.08095, -0.01982, 4.70293], [-0.78819, 1.33267, -3.59013], [2.10675, 4.86062, -1.15909], [1.58998, -5.06676, -2.38684], [4.60677, -4.00183, -0.22071], [4.70908, -0.52503, -5.27478], [3.31378, -0.72122, 6.33468], [-0.13683, 4.43931, 5.49570], [6.05280, -2.01039, 0.11157], [1.01163, 0.20518, 4.47977], [-0.27584, 5.25219, -2.19229], [-0.14101, 5.80567, -3.59635], [-0.38277, 1.36106, -0.13293], [0.51227, -4.73073, -3.47116], [-5.06723, 3.82872, -1.09853], [-1.62384, 0.51644, -3.50561], [1.42062, -4.07183, -1.22137], [-5.92444, 2.97037, -3.33882], [1.05457, 4.98943, -1.57531], [6.00914, -3.42962, -0.46850], [-3.46364, 0.90394, 2.09014], [-0.18662, -0.14340, -0.34596], [4.11393, -3.55148, 1.18128], [2.41680, 0.42795, 4.15297], [-2.69175, -0.38941, -3.60450], [2.28985, -0.70242, -4.19285], [-6.34260, 4.53308, -0.84012], [4.19262, 0.73817, -4.54024], [0.69492, 4.92571, -4.50884], [-0.10561, -4.04922, -1.02966], [-4.27734, -1.28301, 2.73997], [-3.29767, 0.15855, -5.98092], [3.33100, 0.14206, -3.44093], [3.25360, 0.50304, 5.42072], [1.95617, 1.19256, 0.46372], [0.95367, 1.95817, -0.43454], [-0.08075, -3.33359, 3.39823], [-0.40235, -3.33817, 4.87172], [-1.91486, -3.29443, 5.05893], [-1.43733, 2.98303, 3.81678], [-4.75067, -1.25794, 1.28486], [-4.74534, 3.49448, -2.56557], [0.11709, 5.12015, 4.13683], [-1.43293, 3.69678, 5.23471], [-3.00257, -0.42239, 2.63197], [-2.69316, -0.89633, -5.07211], [-2.49819, -4.24954, 4.09204], [-2.20442, -3.73680, 6.03208], [-3.65195, 0.09833, -3.34077], [3.49494, 1.34824, -5.12614], [1.90811, -4.50758, -0.34961], [-6.70482, 3.76844, -3.49824], [-4.09054, 1.42809, 2.81250], [0.71036, -4.03980, 3.19806], [3.08574, -3.23265, 1.10018], [-3.53332, -4.20001, 3.87818], [-3.19902, -0.23167, -6.99295], [-0.56627, -3.17362, -0.53624], [-5.17102, 2.97249, -0.43296], [2.99283, 1.29156, 0.35285], [1.87119, -1.46130, -3.50432], [2.52739, 1.42137, 3.72996], [5.58800, -0.99224, -4.91785], [3.88461, -3.60807, -0.95496], [-3.29135, -1.82022, -5.12883], [2.60767, -5.03279, -2.78271], [-2.67101, 1.58798, 1.63003], [1.78416, 1.38213, 1.51460], [0.95094, -4.20511, -4.34396], [-2.23320, 4.43088, 5.19745], [-1.12003, 5.79236, -4.05997], [0.97291, 3.06385, -0.26882], [0.14497, -2.40573, 2.83475], [0.17368, 6.81624, -3.56452], [-5.59613, 2.65535, -4.30649], [-4.22710, -1.89862, 0.56495], [0.75685, 3.81427, 5.69674], [1.53017, -0.08831, -4.69197], [1.74670, 4.87369, -4.10555], [-0.85543, -0.85102, 0.17701], [6.12721, -3.27625, -1.58125], [-0.58235, 5.90446, 4.02500], [3.93719, -0.55160, 7.17846], [1.20330, 1.81678, -1.49803], [4.26560, 0.78264, 5.15313], [-2.60609, -0.33077, 3.66014], [-1.67679, -1.04852, -5.43812], [6.85391, -3.97817, -0.09604], [3.90542, -0.55311, -2.82867], [-2.16011, -2.23712, 4.95846], [-0.23772, -0.34556, -1.40188], [5.04688, 1.37392, -4.20481], [0.01521, -2.42619, 5.27334], [-4.28172, 4.31306, -3.10077], [2.93222, 1.34285, 6.08692], [-3.97485, 2.75747, -2.50764], [-5.04305, -0.72834, 3.36722], [0.03077, -5.59983, -3.87795], [-1.09610, 1.88297, 3.73893], [0.19109, -4.10892, 5.40342], [2.31560, -1.15445, 6.61870], [-0.82090, 4.28277, -2.16648], [-2.50723, -1.29570, -2.96201], [-4.16434, -2.25460, 3.23185], [3.77055, -1.53185, 5.77399], [-2.32620, 3.22086, 3.25503], [-2.39704, -0.92812, 1.89698], [-0.23387, 5.20238, 6.28538], [-1.21629, 1.83231, -0.65836], [2.95080, 0.89099, -2.77162], [4.91370, -0.34022, -6.33609], [-4.34079, 0.48589, -5.77692], [-4.19777, 4.44912, -0.65640], [-5.80541, -1.46779, 1.25328], [-0.91701, 5.95443, -1.50564], [-1.66436, 2.99218, 6.04565], [2.75417, -0.36095, 3.43445], [-0.55468, -4.95166, -0.65641], [4.57086, -5.09981, -0.19792], [4.26249, -4.31580, 1.93090], [6.99266, -1.56234, 0.33898], [0.72779, 5.46576, -5.46007], [-2.28799, -5.32861, 4.35001], [1.46478, -6.11309, -1.99745], [-6.46980, 2.12453, -2.93055], [1.79929, -3.08608, -1.44580], [-2.72182, 1.13162, -5.86741], [5.40613, -1.25066, -0.40739], [0.25009, 3.91996, -4.69040], [1.09127, 5.54971, 4.00250], [-0.61589, 1.60395, 0.90901]],
  "mulliken_charge": [0.016, 0.940, 1.251, 1.267, 0.936, 1.196, 1.239, -0.787, -0.443, -0.645, -0.398, -0.732, -0.344, -0.099, -0.372, -0.730, -0.809, -0.842, -0.492, -0.848, -0.627, -0.518, -0.596, -0.087, -0.586, -0.818, 0.374, -0.926, -1.185, -0.384, -0.606, 0.464, 0.642, -0.747, 1.699, -0.974, 0.874, -0.124, 0.904, -1.527, 0.173, -0.893, -0.337, 0.926, 0.145, 1.714, 0.412, 0.885, -0.024, -0.798, -0.925, -0.018, -0.477, -1.240, -0.055, -0.854, -0.174, 0.423, 0.613, -0.611, -0.285, 0.524, -0.965, 0.625, -1.124, -0.834, 0.952, -0.466, -1.278, 0.459, 0.382, 0.364, 0.484, 0.423, 0.471, 0.528, -0.509, 0.553, 0.398, -0.809, -0.617, 1.023, -1.183, -0.122, 0.423, -0.604, 0.471, 0.385, -0.236, -0.676, 0.238, 0.346, 0.335, -0.449, -0.687, 0.372, 0.416, 0.339, 0.129, 0.496, 0.304, -0.787, 0.346, 0.406, 0.432, -0.016, 0.520, 0.206, 0.193, 0.359, 0.001, 0.052, -0.728, 0.361, 0.079, 0.299, 0.257, -0.380, 0.481, 0.544, -0.636, 0.332, 0.234, -0.288, -0.315, -0.012, 0.250, 0.255, -0.892, 0.395, 0.156, -0.049, 0.467, 0.293, 0.210, 0.682, 0.329, 0.359, -0.929, 0.647, 0.530, 0.584, 0.640, 0.414, 0.389, 0.391, 0.304, -0.868, 0.252, -0.007, 0.109, 0.492, -1.385],
  "spin_multiplicity": 1,
  "energy_ev": -157458.4196,
  "orbital_gap_ev": 10.41,
  "e_homo_ev": -10.22,
  "smiles": "O=S1(=O)CCCC1.O=S1(=O)CCCC1.O=S1(=O)CCCC1.O=S1(=O)CCCC1.O=S1(=O)CCCC1.O=S1(=O)CCCC1.O=S1(=O)CCCC1.CCCC#N.CCCC#N.CCCC#N.CCCC#N",
  "e_lumo_ev": 0.2
}